C4H8N2O | wB97M-V/def2-TZVPD

ΔE to the lowest compared entry with this formula, charge and spin: 32.63 kcal/mol
Kohn-Sham gap: 9.865 eV
E: -341.951648 Ha
SMILES: C=C(CN)NC=O

CARTESIAN COORDINATES (ANGSTROEM)
O (2.34, 0.00, -0.63)
N (0.58, -1.16, 0.34)
N (0.17, 1.77, 0.58)
C (-0.35, 0.98, -0.55)
C (-1.72, -1.11, -0.21)
C (-0.55, -0.48, -0.16)
C (1.91, -0.84, 0.12)
H (-1.84, -2.14, 0.10)
H (0.39, 1.01, -1.33)
H (0.64, 2.61, 0.27)
H (-2.61, -0.58, -0.51)
H (0.38, -1.96, 0.93)
H (-1.33, 1.35, -0.95)
H (2.55, -1.48, 0.75)
H (-0.55, 2.01, 1.25)

natural (NBO) population analysis, charges in e, atoms 1 to 4:
1. O -0.591
2. N -0.628
3. N -0.838
4. C -0.267

C4H11NO2 | wB97M-V/def2-TZVPD

ΔE to the lowest compared entry with this formula, charge and spin: 36.17 kcal/mol
Kohn-Sham gap: 9.898 eV
E: -364.210529 Ha
SMILES: OCCCNCO

CARTESIAN COORDINATES (ANGSTROEM)
O (-0.57, 3.37, 0.64)
O (0.80, -3.17, -0.51)
N (0.13, 1.29, -0.10)
C (-0.46, -2.46, -0.44)
C (0.36, -0.13, 0.18)
C (-0.28, -1.01, -0.86)
C (0.05, 2.20, 1.01)
H (0.74, 1.62, -0.84)
H (-1.27, -0.65, -1.12)
H (-0.81, -2.54, 0.59)
H (0.27, -0.99, -1.81)
H (-1.15, -2.94, -1.14)
H (1.01, -3.49, 0.38)
H (-1.10, 3.17, -0.14)
H (1.04, 2.41, 1.45)
H (1.43, -0.35, 0.24)
H (-0.10, -0.30, 1.15)
H (-0.47, 1.68, 1.83)

natural (NBO) population analysis, charges in e, atoms 1 to 4:
1. O -0.713
2. O -0.736
3. N -0.662
4. C -0.057

C33H29AsBrIN3O2RuSbSe4 | wB97M-V/def2-TZVPD

ΔE to the lowest compared entry with this formula, charge and spin: 20.74 kcal/mol
Kohn-Sham gap (spin up / spin down): 5.752 / 5.569 eV
E: -16638.196950 Ha
Spin multiplicity: 2
Expectation value of S²: 0.828
Total charge: -1

CARTESIAN COORDINATES (ANGSTROEM)
I (2.18, 0.93, -2.99)
Sb (-1.97, -4.40, -0.45)
Ru (0.56, 0.45, 0.14)
Br (3.08, 2.85, 6.67)
Se (-2.32, -2.04, -1.68)
Se (-1.02, -5.97, -1.99)
Se (-4.03, -4.88, 0.75)
Se (-0.22, -1.66, -0.42)
As (2.22, -0.90, 1.37)
O (-2.64, 0.74, 4.09)
O (-1.57, -0.38, 2.44)
N (-0.77, 1.59, -0.93)
N (-3.42, -1.94, 1.84)
N (0.39, 2.03, 1.29)
C (3.24, -4.36, -0.54)
C (0.77, 1.34, 3.59)
C (1.37, 1.53, 4.81)
C (4.54, -2.69, -1.70)
C (0.37, -4.92, 2.84)
C (2.79, -3.39, 0.35)
C (3.21, -2.06, 0.19)
C (4.08, -1.71, -0.83)
C (-1.31, 1.28, -2.13)
C (2.03, 1.43, -0.89)
C (2.44, 3.52, 3.98)
C (-0.99, 2.82, -0.41)
C (-2.39, 3.41, -2.25)
C (1.82, 3.35, 2.76)
C (3.59, -0.21, 2.57)
C (-1.83, 3.75, -1.05)
C (0.64, -2.57, 3.29)
C (0.07, -3.80, 3.60)
C (3.94, -0.91, 3.71)
C (2.22, 2.61, 5.00)
C (-0.33, 3.04, 0.83)
C (1.55, -2.49, 2.24)
C (1.27, -4.84, 1.79)
C (5.24, 1.46, 3.08)
C (-3.72, -1.13, 3.04)
C (-2.12, 2.16, -2.81)
C (5.59, 0.77, 4.23)
C (4.11, -4.00, -1.56)
C (4.94, -0.42, 4.54)
C (-2.52, -0.13, 3.23)
C (1.01, 2.24, 2.55)
C (4.24, 0.97, 2.25)
C (1.87, -3.62, 1.48)
H (-3.04, 4.11, -2.77)
H (-3.55, -2.96, 1.92)
H (-2.41, -1.66, 1.68)
H (-0.64, -3.87, 4.41)
H (4.44, -4.75, -2.26)
H (5.74, 2.39, 2.83)
H (4.40, -0.68, -0.96)
H (1.19, 0.83, 5.62)
H (-2.01, 4.70, -0.58)
H (0.36, -1.69, 3.86)
H (5.22, -2.42, -2.50)
H (3.10, 4.37, 4.15)
H (-4.65, -0.59, 2.92)
H (-3.93, -1.66, 1.02)
H (1.47, -5.72, 1.18)
H (-2.54, 1.86, -3.76)
H (3.05, 1.30, -0.54)
H (3.94, 1.54, 1.37)
H (0.04, 0.55, 3.41)
H (1.83, 2.51, -0.91)
H (5.20, -0.96, 5.44)
H (6.36, 1.15, 4.88)
H (2.01, 4.04, 1.95)
H (-0.12, -5.86, 3.05)
H (-0.50, 3.92, 1.43)
H (-3.80, -1.80, 3.90)
H (2.89, -5.38, -0.46)
H (3.44, -1.83, 3.96)
H (-1.08, 0.30, -2.51)

Mulliken population analysis, charges in e, atoms 1 to 4:
1. I -0.137
2. Sb 0.796
3. Ru 0.731
4. Br -0.201

C6H7N2O2 | wB97M-V/def2-TZVPD

ΔE to the lowest compared entry with this formula, charge and spin: 153.41 kcal/mol
Kohn-Sham gap: 6.301 eV
E: -492.599560 Ha
Total charge: -1

CARTESIAN COORDINATES (ANGSTROEM)
O (3.45, 0.73, 0.46)
O (-1.65, -0.22, 0.29)
N (1.62, 2.32, -0.55)
N (2.39, 0.10, -0.14)
C (1.57, 1.09, -0.36)
C (-2.28, 1.03, -0.18)
C (1.31, -2.06, -0.46)
C (2.41, -1.20, -0.34)
C (0.00, -1.67, -0.23)
C (-0.38, -0.38, -0.24)
H (-2.90, 0.82, -1.07)
H (-0.88, -2.35, -0.19)
H (1.52, -3.07, -0.62)
H (3.35, -1.67, -0.12)
H (-1.51, 1.63, -0.66)
H (-2.91, 1.50, 0.56)
H (0.92, 2.98, -0.37)

natural (NBO) population analysis, charges in e, atoms 1 to 4:
1. O -0.713
2. O -0.580
3. N -0.728
4. N -0.155